[1]
{
  "formula": "C4H4ClF2NO3",
  "method": "ωB97M-V/def2-TZVPD",
  "homo_lumo_gap_ev": [9.6, 9.6],
  "lumo_ev": [-0.2, -0.2],
  "relative_energy_kj_mol": 212.40,
  "smiles": "C=C=[N+]([O-])O.O=CC(F)(F)Cl",
  "multiplicity": 1,
  "homo_energy_ev": [-9.797, -9.796],
  "species": ["C", "C", "N", "O", "O", "H", "H", "H", "O", "C", "C", "F", "F", "Cl", "H"],
  "coordinates": [[-0.03, 0.32, 2.28], [-0.20, 0.73, 1.03], [-0.61, 1.60, 0.25], [0.02, 2.51, -0.34], [-1.86, 1.25, -0.32], [-0.37, 0.78, 3.16], [0.55, -0.56, 2.57], [-1.92, 2.02, -0.91], [-1.27, -1.34, -0.80], [-0.14, -1.42, -0.48], [1.01, -1.11, -1.51], [1.72, -2.28, -1.69], [0.48, -0.72, -2.74], [2.18, 0.07, -0.83], [0.44, -1.84, 0.35]],
  "nbo_charge": [-0.41, 0.17, 0.31, -0.47, -0.51, 0.22, 0.22, 0.49, -0.43, 0.37, 0.57, -0.33, -0.32, -0.02, 0.14]
}

---

[2]
{
  "formula": "C4H4ClF3N2",
  "method": "ωB97M-V/def2-TZVPD",
  "homo_lumo_gap_ev": 10.6,
  "lumo_ev": 0.5,
  "relative_energy_kj_mol": 0.00,
  "multiplicity": 1,
  "homo_energy_ev": -10.055,
  "species": ["C", "C", "C", "C", "N", "N", "F", "F", "F", "Cl", "H", "H", "H", "H"],
  "coordinates": [[0.65, 0.27, -1.29], [0.15, 0.69, 1.43], [0.25, -0.52, -0.12], [-1.01, -1.36, -0.15], [1.54, 1.13, -1.10], [-0.42, 1.73, 1.13], [-1.33, -1.90, 1.02], [-1.00, -2.41, -1.00], [-2.02, -0.57, -0.52], [0.73, 0.01, 2.85], [0.26, 0.00, -2.14], [0.92, -1.24, 0.21], [1.60, 1.61, -2.02], [-0.33, 2.57, 1.69]],
  "nbo_charge": [0.10, 0.30, -0.36, 0.96, -0.55, -0.64, -0.32, -0.33, -0.33, 0.06, 0.16, 0.23, 0.34, 0.38]
}

---

[3]
{
  "formula": "C4H4ClFN2",
  "method": "ωB97M-V/def2-TZVPD",
  "homo_lumo_gap_ev": 9.9,
  "lumo_ev": 0.7,
  "relative_energy_kj_mol": 188.12,
  "smiles": "Cn1cc(F)c(Cl)n1",
  "multiplicity": 1,
  "homo_energy_ev": -9.211,
  "species": ["C", "N", "C", "C", "F", "C", "Cl", "N", "H", "H", "H", "H"],
  "coordinates": [[-2.94, -0.60, 0.20], [-1.55, -0.06, -0.22], [-0.99, 1.24, -0.18], [0.28, 0.92, 0.09], [1.23, 1.86, 0.06], [0.48, -0.40, -0.12], [2.04, -0.93, 0.05], [-0.64, -1.08, -0.12], [-3.49, -1.02, -0.77], [-2.86, -1.42, 0.93], [-3.34, 0.41, 0.75], [-1.65, 2.13, 0.18]],
  "nbo_charge": [-0.41, -0.17, -0.11, 0.26, -0.31, -0.01, 0.07, -0.23, 0.23, 0.23, 0.21, 0.24]
}

---

[4]
{
  "formula": "C4H4ClN3O",
  "method": "ωB97M-V/def2-TZVPD",
  "homo_lumo_gap_ev": 10.0,
  "lumo_ev": 0.4,
  "relative_energy_kj_mol": 584.39,
  "multiplicity": 1,
  "homo_energy_ev": -9.614,
  "species": ["C", "C", "C", "C", "N", "N", "N", "O", "Cl", "H", "H", "H", "H"],
  "coordinates": [[0.10, 0.38, -0.38], [1.21, -0.42, -0.91], [-2.23, 0.90, 1.36], [-1.16, 0.17, 1.31], [-0.08, 1.49, -1.04], [1.66, 0.32, -1.89], [1.63, -1.70, -0.75], [0.98, 1.54, -1.91], [-0.65, -0.95, 2.39], [-2.73, 1.06, 2.33], [-2.58, 1.34, 0.48], [1.24, -2.36, -0.16], [2.60, -1.77, -0.83]],
  "nbo_charge": [0.13, 0.22, -0.46, -0.02, -0.13, -0.14, -0.79, -0.15, 0.09, 0.23, 0.24, 0.40, 0.39]
}

---

[5]
{
  "formula": "C4H4ClNO",
  "method": "ωB97M-V/def2-TZVPD",
  "homo_lumo_gap_ev": 10.7,
  "lumo_ev": 0.6,
  "relative_energy_kj_mol": 368.73,
  "smiles": "Cc1cc(Cl)on1",
  "multiplicity": 1,
  "homo_energy_ev": -10.092,
  "species": ["C", "C", "C", "C", "Cl", "O", "N", "H", "H", "H", "H"],
  "coordinates": [[1.32, 1.11, -0.34], [0.40, -0.15, -0.20], [-1.00, -0.04, -0.07], [-1.33, -1.19, 0.49], [-3.08, -1.74, 0.75], [-0.17, -1.85, 0.85], [0.87, -1.17, 0.47], [2.36, 0.65, -0.83], [1.50, 1.87, 0.68], [0.55, 1.82, -1.00], [-1.41, 0.69, -0.80]],
  "nbo_charge": [-0.67, 0.12, -0.39, 0.31, 0.00, -0.26, -0.09, 0.25, 0.25, 0.21, 0.26]
}

---

[6]
{
  "formula": "C4H4ClNO2",
  "method": "ωB97M-V/def2-TZVPD",
  "homo_lumo_gap_ev": 8.1,
  "lumo_ev": 0.4,
  "relative_energy_kj_mol": 46.02,
  "smiles": "Oc1c[nH]c(O)c1Cl",
  "multiplicity": 1,
  "homo_energy_ev": -7.768,
  "species": ["O", "C", "C", "N", "C", "O", "C", "Cl", "H", "H", "H", "H"],
  "coordinates": [[1.75, 1.72, 0.00], [0.51, 1.16, 0.00], [-0.69, 1.83, 0.00], [-1.69, 0.87, 0.00], [-1.16, -0.38, 0.01], [-1.86, -1.53, 0.00], [0.21, -0.24, 0.00], [1.39, -1.50, 0.00], [2.37, 0.99, 0.02], [-0.89, 2.87, -0.01], [-2.68, 1.07, 0.00], [-2.82, -1.33, -0.01]],
  "nbo_charge": [-0.65, 0.24, -0.18, -0.53, 0.43, -0.64, -0.26, 0.00, 0.49, 0.22, 0.41, 0.48]
}

---

[7]
{
  "formula": "C4H4ClO3P",
  "method": "ωB97M-V/def2-TZVPD",
  "s_squared": 2.019,
  "homo_lumo_gap_ev": [7.4, 6.2],
  "lumo_ev": [0.0, -3.7],
  "multiplicity": 3,
  "homo_energy_ev": [-7.404, -9.908],
  "species": ["C", "C", "C", "C", "O", "O", "O", "P", "Cl", "H", "H", "H", "H"],
  "coordinates": [[0.26, 1.25, -0.02], [0.37, -1.36, 0.06], [-1.09, 0.72, -0.23], [-1.09, -0.78, -0.19], [0.59, 2.38, -0.10], [0.53, -2.52, 0.19], [2.36, 0.24, 1.78], [1.61, -0.04, 0.30], [2.97, 0.02, -1.06], [-1.73, 1.15, 0.59], [-1.40, 1.24, -1.13], [-1.81, -1.30, -0.99], [-1.57, -0.99, 0.80]],
  "nbo_charge": [0.35, 0.05, -0.54, -0.44, -0.45, -0.35, -0.88, 1.41, -0.17, 0.26, 0.26, 0.26, 0.24]
}

---

[8]
{
  "formula": "C4H4ClOPS",
  "method": "ωB97M-V/def2-TZVPD",
  "s_squared": 2.010,
  "homo_lumo_gap_ev": [8.1, 5.2],
  "lumo_ev": [0.7, -4.0],
  "multiplicity": 3,
  "homo_energy_ev": [-7.394, -9.167],
  "species": ["C", "C", "C", "C", "O", "P", "S", "Cl", "H", "H", "H", "H"],
  "coordinates": [[-1.28, 0.64, 0.63], [-1.92, 0.21, -0.56], [-0.13, -0.04, 0.88], [-1.24, -0.78, -1.18], [3.49, -0.70, 1.23], [3.36, -0.47, -0.19], [0.20, -1.22, -0.34], [2.92, 1.52, -0.41], [-1.66, 1.41, 1.27], [-2.83, 0.65, -0.93], [0.55, 0.07, 1.70], [-1.47, -1.29, -2.10]],
  "nbo_charge": [-0.26, -0.26, -0.41, -0.41, -0.85, 1.06, 0.42, -0.23, 0.23, 0.23, 0.24, 0.23]
}

---

[9]
{
  "formula": "C4H4CuLiMgO2",
  "method": "ωB97M-V/def2-TZVPD",
  "homo_lumo_gap_ev": [2.9, 2.9],
  "lumo_ev": [-10.1, -10.1],
  "charge": 2,
  "relative_energy_kj_mol": 0.00,
  "multiplicity": 1,
  "homo_energy_ev": [-12.934, -12.933],
  "species": ["O", "C", "C", "Li", "Cu", "H", "C", "C", "O", "H", "H", "H", "Mg"],
  "coordinates": [[0.77, 2.76, 0.19], [0.63, 2.01, -0.77], [0.82, 1.10, -1.65], [2.16, 4.10, 0.27], [-0.31, 2.16, 2.24], [0.42, 1.77, -2.54], [2.56, -1.99, -2.45], [3.29, -0.84, -2.26], [1.32, -2.16, -2.05], [2.94, -2.76, -3.14], [4.12, -0.65, -2.95], [3.39, -0.50, -1.23], [0.09, -0.88, -1.40]],
  "nbo_charge": [-0.88, 0.49, -0.87, 0.99, 0.95, 0.34, 0.25, -0.64, -1.00, 0.18, 0.23, 0.19, 1.77]
}

---

[10]
{
  "formula": "C4H4CuN2O3S",
  "method": "ωB97M-V/def2-TZVPD",
  "s_squared": 0.753,
  "homo_lumo_gap_ev": [10.6, 6.3],
  "lumo_ev": [-8.6, -12.8],
  "charge": 2,
  "multiplicity": 2,
  "homo_energy_ev": [-19.198, -19.137],
  "species": ["O", "C", "Cu", "C", "C", "O", "O", "N", "C", "N", "S", "H", "H", "H", "H"],
  "coordinates": [[3.73, -0.24, -1.50], [2.91, 0.33, -0.97], [0.48, 1.51, 0.18], [-0.22, 1.24, -1.67], [1.26, 3.09, -0.22], [-0.87, 1.08, -2.63], [1.58, 4.20, -0.26], [-0.29, -2.21, 0.57], [-0.87, -1.11, 1.05], [-2.16, -0.93, 0.82], [-0.02, 0.00, 1.95], [-0.90, -3.00, 0.50], [0.67, -2.40, 0.79], [-2.63, -0.01, 1.12], [-2.66, -1.55, 0.28]],
  "nbo_charge": [-0.39, 0.43, 0.72, 0.39, 0.37, -0.33, -0.30, -0.70, 0.25, -0.69, 0.45, 0.44, 0.44, 0.46, 0.44]
}

---

[11]
{
  "formula": "C4H4F2",
  "method": "ωB97M-V/def2-TZVPD",
  "homo_lumo_gap_ev": 9.5,
  "lumo_ev": -0.3,
  "relative_energy_kj_mol": 394.79,
  "multiplicity": 1,
  "homo_energy_ev": -9.770,
  "species": ["C", "C", "C", "C", "F", "F", "H", "H", "H", "H"],
  "coordinates": [[-2.02, 1.22, 0.07], [-0.83, 1.34, -0.14], [0.46, -1.14, 0.01], [1.13, 0.19, -0.06], [1.80, 0.55, -1.07], [1.72, 0.69, 1.12], [-3.05, 1.40, 0.15], [-0.13, -1.26, -1.02], [-0.24, -1.09, 0.73], [1.14, -1.89, 0.21]],
  "nbo_charge": [-0.41, -0.22, -0.71, 0.96, -0.27, -0.33, 0.22, 0.27, 0.26, 0.23]
}

---

[12]
{
  "formula": "C4H4F2",
  "method": "ωB97M-V/def2-TZVPD",
  "homo_lumo_gap_ev": 11.2,
  "lumo_ev": 1.0,
  "relative_energy_kj_mol": 95.49,
  "smiles": "C#CCC(F)F",
  "multiplicity": 1,
  "homo_energy_ev": -10.233,
  "species": ["C", "C", "C", "C", "F", "F", "H", "H", "H", "H"],
  "coordinates": [[-0.64, 1.90, -1.34], [-0.19, 0.85, -0.85], [0.06, -0.51, -0.35], [0.43, -0.65, 1.14], [-0.74, -0.69, 1.78], [1.08, -1.86, 1.27], [-1.14, 2.75, -1.71], [0.90, -0.87, -1.02], [-0.76, -1.18, -0.60], [1.00, 0.25, 1.68]],
  "nbo_charge": [-0.23, -0.01, -0.55, 0.58, -0.34, -0.35, 0.24, 0.25, 0.26, 0.15]
}

---

What is the formula in the first record?
C4H4ClF2NO3

---

Please write out number 9 again, unchanged.
{
  "formula": "C4H4CuLiMgO2",
  "method": "ωB97M-V/def2-TZVPD",
  "homo_lumo_gap_ev": [2.9, 2.9],
  "lumo_ev": [-10.1, -10.1],
  "charge": 2,
  "relative_energy_kj_mol": 0.00,
  "multiplicity": 1,
  "homo_energy_ev": [-12.934, -12.933],
  "species": ["O", "C", "C", "Li", "Cu", "H", "C", "C", "O", "H", "H", "H", "Mg"],
  "coordinates": [[0.77, 2.76, 0.19], [0.63, 2.01, -0.77], [0.82, 1.10, -1.65], [2.16, 4.10, 0.27], [-0.31, 2.16, 2.24], [0.42, 1.77, -2.54], [2.56, -1.99, -2.45], [3.29, -0.84, -2.26], [1.32, -2.16, -2.05], [2.94, -2.76, -3.14], [4.12, -0.65, -2.95], [3.39, -0.50, -1.23], [0.09, -0.88, -1.40]],
  "nbo_charge": [-0.88, 0.49, -0.87, 0.99, 0.95, 0.34, 0.25, -0.64, -1.00, 0.18, 0.23, 0.19, 1.77]
}

---

Repeat the third record exactly.
{
  "formula": "C4H4ClFN2",
  "method": "ωB97M-V/def2-TZVPD",
  "homo_lumo_gap_ev": 9.9,
  "lumo_ev": 0.7,
  "relative_energy_kj_mol": 188.12,
  "smiles": "Cn1cc(F)c(Cl)n1",
  "multiplicity": 1,
  "homo_energy_ev": -9.211,
  "species": ["C", "N", "C", "C", "F", "C", "Cl", "N", "H", "H", "H", "H"],
  "coordinates": [[-2.94, -0.60, 0.20], [-1.55, -0.06, -0.22], [-0.99, 1.24, -0.18], [0.28, 0.92, 0.09], [1.23, 1.86, 0.06], [0.48, -0.40, -0.12], [2.04, -0.93, 0.05], [-0.64, -1.08, -0.12], [-3.49, -1.02, -0.77], [-2.86, -1.42, 0.93], [-3.34, 0.41, 0.75], [-1.65, 2.13, 0.18]],
  "nbo_charge": [-0.41, -0.17, -0.11, 0.26, -0.31, -0.01, 0.07, -0.23, 0.23, 0.23, 0.21, 0.24]
}